(1)
DFT (ωB97M-V/def2-TZVPD) results for a cluster of 3 separate species, C21H44N2O3 in total at a distorted geometry.

```
70
C21H44N2O3 | the OMol25 dataset | ωB97M-V/def2-TZVPD
C 2.373 2.060 -2.182
C 3.003 1.130 -3.245
C 4.107 0.236 -2.658
C 3.575 -0.919 -1.804
C 2.619 -1.710 -2.698
C 1.486 -0.862 -3.276
N 2.093 0.269 -3.991
O 1.073 1.087 -4.580
C 0.727 -1.740 -4.263
C 0.524 -0.460 -2.143
C 3.712 2.015 -4.292
H 2.544 3.118 -2.371
H 2.813 1.874 -1.195
H 1.307 1.892 -2.063
H 4.671 -0.182 -3.492
H 4.715 0.892 -2.032
H 3.085 -0.480 -0.934
H 4.408 -1.555 -1.511
H 2.185 -2.530 -2.116
H 3.213 -2.158 -3.499
H 1.385 -2.161 -5.026
H 0.276 -2.591 -3.752
H -0.078 -1.182 -4.748
H -0.118 -1.319 -1.912
H 0.996 -0.128 -1.226
H -0.192 0.278 -2.517
H 4.438 2.697 -3.844
H 2.979 2.669 -4.768
H 4.189 1.372 -5.028
H 0.874 0.583 -5.372
C -3.526 0.136 3.602
C -3.020 1.610 3.614
C -1.816 1.680 4.583
C -0.549 1.101 3.998
C -0.254 1.699 2.624
C -1.406 1.598 1.634
N -2.613 2.074 2.292
O -3.712 2.134 1.420
C -1.115 2.585 0.485
C -1.477 0.176 1.080
C -4.102 2.497 4.167
H -2.766 -0.594 3.873
H -3.854 -0.155 2.596
H -4.410 -0.012 4.223
H -1.682 2.705 4.935
H -2.135 1.072 5.435
H -0.643 0.009 3.919
H 0.303 1.194 4.676
H 0.636 1.196 2.235
H 0.033 2.746 2.759
H -0.333 2.146 -0.149
H -1.967 2.716 -0.176
H -0.751 3.519 0.903
H -2.228 0.062 0.291
H -0.545 -0.107 0.587
H -1.654 -0.502 1.910
H -4.967 2.600 3.516
H -3.696 3.512 4.280
H -4.393 2.205 5.175
H -3.942 1.219 1.191
C -0.598 -3.382 0.437
C -0.863 -4.275 1.624
O -1.353 -3.853 2.640
C -0.562 -5.736 1.445
H 0.435 -3.021 0.484
H -1.234 -2.502 0.508
H -0.744 -3.885 -0.518
H -1.447 -6.254 1.072
H -0.300 -6.182 2.406
H 0.269 -5.927 0.765
```

## Properties
E_HOMO = -8.3662 eV
Charge = 0
Gap between HOMO and LUMO = 8.9 eV

Results of the natural (NBO) charge analysis, in e, for atoms 1 through 6: -0.649, 0.109, -0.393, -0.402, -0.406, 0.114



(2)
DFT (ωB97M-V/def2-TZVPD) results for a cluster of 8 separate species, C21H44NO29S10 in total at a distorted geometry.

```
105
C21H44NO29S10 | the OMol25 dataset | ωB97M-V/def2-TZVPD
C 0.467 -2.698 2.094
C 0.321 -1.748 0.788
O 0.432 -2.265 -0.395
N 0.021 -0.282 0.979
C 1.213 0.251 1.731
C -1.228 -0.264 1.844
C -2.163 1.012 1.551
C -3.458 1.149 2.498
C -4.126 -0.241 2.960
S -5.232 -1.042 1.688
S -6.266 0.373 0.531
S -4.233 -2.479 0.534
H 1.273 -2.314 2.841
H -0.503 -2.793 2.712
H 0.794 -3.742 1.751
H 1.391 1.360 1.467
H 1.146 0.130 2.871
H 2.136 -0.365 1.383
H -0.971 -0.357 2.977
H -1.825 -1.208 1.576
H -1.505 1.950 1.766
H -2.401 1.082 0.414
H -3.187 1.752 3.448
H -4.212 1.823 1.921
H -3.389 -1.030 3.355
H -4.819 0.015 3.863
H -6.066 0.141 -0.826
H -3.610 -1.872 -0.556
C 2.628 -5.276 0.016
C 3.369 -5.957 -1.127
O 4.747 -5.894 -0.766
S 4.875 -5.970 0.855
O 5.162 -7.326 1.219
O 5.663 -4.860 1.301
O 3.316 -5.671 1.203
H 2.690 -4.187 -0.067
H 1.580 -5.575 0.065
H 3.199 -5.465 -2.085
H 3.088 -7.012 -1.205
C 2.549 -0.061 -2.104
C 1.383 0.896 -1.904
O 1.958 2.200 -1.967
S 3.220 2.172 -2.991
O 2.771 2.650 -4.266
O 4.363 2.714 -2.316
O 3.385 0.558 -3.082
H 3.129 -0.175 -1.183
H 2.223 -1.044 -2.450
H 0.879 0.743 -0.948
H 0.656 0.806 -2.716
C 8.786 -4.972 4.965
C 8.646 -6.486 5.038
O 7.436 -6.780 4.341
S 7.232 -5.693 3.150
O 7.711 -6.271 1.928
O 5.925 -5.115 3.292
O 8.331 -4.611 3.661
H 8.141 -4.481 5.699
H 9.817 -4.645 5.113
H 8.598 -6.851 6.064
H 9.467 -6.984 4.513
C -5.392 4.278 -3.623
C -5.249 2.792 -3.909
O -5.021 2.190 -2.633
S -5.813 3.041 -1.498
O -7.066 2.381 -1.236
O -4.885 3.389 -0.462
O -6.113 4.359 -2.390
H -4.416 4.747 -3.477
H -5.930 4.801 -4.415
H -4.425 2.576 -4.590
H -6.176 2.377 -4.318
C 2.841 -2.965 -6.625
C 3.955 -2.918 -5.589
O 4.461 -1.585 -5.648
S 3.249 -0.573 -6.032
O 2.747 0.008 -4.815
O 3.654 0.212 -7.160
O 2.188 -1.699 -6.536
H 3.246 -3.070 -7.635
H 2.133 -3.774 -6.432
H 4.747 -3.639 -5.795
H 3.565 -3.086 -4.580
C -7.197 4.180 5.381
C -6.456 3.474 4.255
O -5.078 3.528 4.626
S -4.965 3.476 6.249
O -4.693 2.120 6.635
O -4.169 4.584 6.682
O -6.521 3.795 6.579
H -7.122 5.266 5.282
H -8.248 3.892 5.427
H -6.613 3.954 3.288
H -6.747 2.421 4.190
C -0.746 6.777 -1.633
C -0.540 6.095 -2.978
O -1.853 5.946 -3.522
S -2.775 7.188 -3.027
O -2.796 8.175 -4.067
O -3.969 6.657 -2.434
O -1.800 7.719 -1.844
H -1.076 6.062 -0.874
H 0.155 7.285 -1.286
H -0.050 5.125 -2.882
H 0.037 6.728 -3.658
```

## Properties
E_HOMO = -11.2854 eV
Charge = +1
Gap between HOMO and LUMO = 6.4 eV

Results of the Mulliken charge analysis, in e, for atoms 1 through 6: -0.719, 0.267, -0.569, 0.340, -0.999, -0.425



(3)
DFT (ωB97M-V/def2-TZVPD) results for a structure of composition C21H45AlBBr5Cl4F6LiN6O10P2 at a distorted geometry.

```
102
C21H45AlBBr5Cl4F6LiN6O10P2 | the OMol25 dataset | ωB97M-V/def2-TZVPD
C 5.966 -2.051 4.563
C 4.660 -1.845 4.444
C 3.071 -1.974 4.072
N 2.708 -1.131 2.914
C 1.861 0.072 3.133
N 2.166 1.085 3.949
O 3.287 1.175 4.699
N 0.762 -0.158 2.207
C -0.204 0.907 1.893
C -1.688 0.728 2.579
C -2.848 1.567 1.825
N -4.216 0.979 2.108
C 0.719 -1.503 1.537
C -0.044 -2.370 2.680
C -1.258 -3.309 2.258
O -2.353 -2.697 1.553
C -1.903 -3.887 3.671
N -3.405 -3.887 3.510
P 0.338 -1.659 -0.318
C -0.039 -3.483 -0.840
C -1.316 -0.782 -0.817
C -0.951 0.454 -1.826
C 2.346 -1.788 1.590
C 3.329 -0.964 0.613
N 2.874 0.370 0.135
C 3.440 0.535 -1.253
P 2.959 -3.560 1.263
O 3.017 -3.979 -0.213
O 2.125 -4.784 2.109
O 4.612 -3.637 1.825
H 7.039 -2.495 4.585
H 2.717 -3.065 4.054
H 2.536 -1.507 5.003
H 1.527 1.902 3.956
H 3.820 1.892 4.273
H -0.281 1.211 0.768
H 0.193 1.887 2.398
H -2.032 -0.364 2.639
H -1.637 1.112 3.682
H -2.648 1.508 0.694
H -2.820 2.652 2.241
H -4.212 0.464 3.004
H -4.485 0.294 1.384
H 0.675 -3.047 3.307
H -0.471 -1.631 3.479
H -0.837 -4.259 1.732
H -2.577 -3.319 0.812
H -1.465 -4.916 3.933
H -1.687 -3.117 4.526
H -3.763 -4.696 4.042
H -3.814 -3.001 3.882
H 0.365 -3.618 -1.905
H -1.182 -3.628 -0.886
H 0.400 -4.252 -0.093
H -1.992 -1.499 -1.455
H -1.952 -0.473 0.086
H -1.587 1.392 -1.627
H 0.157 0.739 -1.585
H -1.009 0.161 -2.942
H 3.700 -1.537 -0.318
H 4.304 -0.769 1.258
H 3.194 1.114 0.777
H 4.552 0.193 -1.340
H 2.864 -0.080 -2.050
H 3.394 1.665 -1.527
H 2.748 -5.116 2.813
H 5.112 -4.255 1.232
Br -0.762 3.016 -5.270
C 0.928 3.798 -4.695
C 1.297 3.341 -3.306
Br 0.245 4.274 -1.955
H 0.823 4.881 -4.782
H 1.665 3.449 -5.422
H 2.336 3.593 -3.081
H 1.144 2.273 -3.146
B 0.291 1.639 7.283
F -0.732 1.794 8.276
F 0.666 2.932 6.768
F 1.441 1.005 7.870
F -0.209 0.820 6.201
O -3.637 5.630 -6.199
Cl -4.141 4.557 -5.379
O -4.112 3.323 -6.123
O -5.493 4.846 -4.975
O -3.293 4.424 -4.191
O 0.265 7.306 -4.947
H 0.183 7.035 -4.022
H -0.400 8.000 -5.046
Li 1.187 3.221 -6.958
F -2.700 3.869 -2.549
C -4.850 -2.511 -2.630
Br -3.706 -3.055 -4.101
Br -6.463 -3.584 -2.532
Br -3.890 -2.492 -0.941
H -5.161 -1.485 -2.831
Al 5.893 -1.097 1.683
F 3.211 1.531 -7.363
C -2.231 1.612 -9.192
Cl -0.537 1.437 -8.702
Cl -2.339 2.303 -10.817
Cl -3.060 0.051 -9.123
H -2.721 2.293 -8.496
```

## Properties
E_HOMO = -10.5841 eV
Charge = +1
Gap between HOMO and LUMO = 1.9 eV

Results of the Mulliken charge analysis, in e, for atoms 1 through 6: -0.658, -0.412, -0.116, 0.597, -0.856, 0.620



Number 1: LUMO 0.510 eV. Number 2: LUMO -4.851 eV. Number 3: LUMO -8.727 eV.